Molecular formula: C14H24O7
Method: DFT, wB97M-V/def2-TZVPD

Output
**HOMO**: -10.02 eV
**Max |F|**: 0.186 Eh/bohr
**Orbital gap**: 10.36 eV
**DFT total energy**: -29232.6805 eV
**Structure (SMILES)**: CC(=O)OCCCCC[C@@H]1COC(=O)O1.CCOC(C)=O

Element x y z (Å)
C1 -5.683 -5.243 -0.759
C2 -4.103 -5.089 -1.243
O1 -3.603 -5.918 -2.195
O2 -3.276 -4.045 -0.557
C3 -2.757 -4.743 0.662
C4 -1.140 -4.950 0.489
C5 -0.209 -3.797 1.188
C6 -0.881 -2.304 1.260
C7 -0.815 -1.477 -0.193
C8 0.095 -0.139 0.070
C9 0.429 0.893 -1.159
O3 1.538 1.641 -0.479
C10 2.270 0.654 0.341
O4 3.422 0.743 1.020
O5 1.488 -0.624 0.300
H1 -5.694 -6.087 0.078
H2 -6.066 -4.205 -0.349
H3 -6.395 -5.628 -1.624
H4 -3.264 -5.821 0.680
H5 -3.066 -4.181 1.644
H6 -0.876 -5.974 1.043
H7 -0.831 -5.142 -0.648
H8 0.770 -3.686 0.512
H9 0.204 -4.155 2.248
H10 -1.974 -2.271 1.687
H11 -0.218 -1.680 2.031
H12 -1.952 -1.199 -0.422
H13 -0.429 -2.141 -1.077
H14 -0.470 0.360 0.991
H15 -0.469 1.642 -1.372
H16 0.814 0.357 -2.140
C11 1.669 5.259 0.538
C12 2.655 4.885 -0.551
O6 2.886 5.993 -1.439
C13 3.779 6.986 -1.216
C14 4.387 7.118 0.149
O7 4.029 7.803 -2.098
H17 2.047 6.072 1.163
H18 1.457 4.399 1.180
H19 0.730 5.610 0.097
H20 3.599 4.499 -0.151
H21 2.228 4.083 -1.161
H22 3.808 7.840 0.731
H23 5.413 7.482 0.037
H24 4.456 6.180 0.696

=====

Molecular formula: C2H5OPS
Method: DFT, wB97M-V/def2-TZVPD

Output
**HOMO**: -10.10 eV
**Max |F|**: 0.048 Eh/bohr
**Orbital gap**: 9.79 eV
**DFT total energy**: -24325.5104 eV
**Structure (SMILES)**: O=[PH]=S.C=C

Element x y z (Å)
O1 -1.606 1.269 0.847
P1 -1.642 0.302 -0.240
S1 -2.468 -1.399 -0.274
H1 -1.003 0.787 -1.435
C1 0.993 -0.648 0.649
C2 1.197 0.310 -0.228
H2 1.609 -1.542 0.688
H3 0.375 -0.485 1.465
H4 1.897 0.222 -1.067
H5 0.648 1.183 -0.406